{
  "formula": "C6H14N2",
  "method": "ωB97M-V/def2-TZVPD",
  "species": ["C", "C", "C", "C", "N", "C", "C", "N", "H", "H", "H", "H", "H", "H", "H", "H", "H", "H", "H", "H", "H", "H"],
  "positions_angstrom": [[1.291, -1.111, 2.278], [-0.237, -0.806, 2.396], [-0.884, -0.535, 1.135], [-0.464, 0.390, 0.194], [-0.948, 0.513, -1.055], [-0.291, 1.497, -1.941], [-1.072, 1.640, -3.263], [1.598, -2.214, 1.384], [1.880, -0.220, 2.040], [1.693, -1.362, 3.251], [-0.196, -0.006, 3.152], [-0.589, -1.666, 2.942], [-1.775, -1.050, 0.831], [0.259, 1.162, 0.473], [-0.884, -0.393, -1.524], [-0.372, 2.445, -1.417], [0.731, 1.219, -2.207], [-1.800, 0.850, -3.350], [-0.494, 1.682, -4.187], [-1.562, 2.606, -3.219], [1.643, -2.024, 0.394], [2.472, -2.616, 1.692]],
  "mulliken_charge": [-0.68, -0.54, -0.28, -0.06, -0.17, -0.43, -1.03, -0.54, 0.31, 0.48, 0.30, 0.36, 0.40, 0.38, 0.35, 0.43, 0.35, 0.33, 0.33, 0.27, 0.19, 0.24],
  "e_above_lowest_kj_mol": 74.5,
  "multiplicity": 2,
  "fmax_ev_per_a": 2.71,
  "homo_energy_ev": [-12.984, -12.970],
  "charge": 1,
  "homo_lumo_gap_ev": [9.15, 5.86]
}

{
  "formula": "C6H14N2",
  "method": "ωB97M-V/def2-TZVPD",
  "species": ["C", "C", "N", "C", "H", "H", "H", "H", "H", "H", "H", "C", "C", "C", "N", "H", "H", "H", "H", "H", "H", "H"],
  "positions_angstrom": [[-1.124, 2.294, 1.094], [-1.809, 1.551, 0.151], [-1.225, 0.840, -0.786], [-1.885, 0.419, -2.011], [-0.057, 2.472, 1.061], [-1.697, 2.766, 1.877], [-2.892, 1.477, 0.171], [-0.211, 0.908, -0.850], [-1.733, -0.644, -2.189], [-2.949, 0.624, -1.966], [-1.473, 0.977, -2.850], [2.790, -1.229, 1.239], [1.724, -0.513, 0.418], [0.033, -1.993, -0.145], [1.094, -1.432, -0.515], [3.355, -0.519, 1.828], [2.327, -1.956, 1.910], [3.453, -1.781, 0.574], [2.204, 0.295, -0.146], [0.985, -0.054, 1.092], [-0.447, -1.777, 0.818], [-0.463, -2.725, -0.775]],
  "mulliken_charge": [-0.82, 0.45, 0.04, -0.79, 0.32, 0.29, 0.32, 0.23, 0.28, 0.33, 0.35, -1.30, -0.11, -0.46, -0.36, 0.39, 0.31, 0.36, 0.32, 0.17, 0.30, 0.39],
  "e_above_lowest_kj_mol": 101.7,
  "multiplicity": 2,
  "fmax_ev_per_a": 1.35,
  "homo_energy_ev": [-13.189, -13.183],
  "charge": 1,
  "homo_lumo_gap_ev": [9.63, 5.98]
}

{
  "formula": "C6H14N2O",
  "method": "ωB97M-V/def2-TZVPD",
  "species": ["C", "C", "N", "C", "C", "H", "H", "H", "H", "H", "H", "H", "H", "H", "C", "C", "N", "O", "H", "H", "H", "H", "H"],
  "positions_angstrom": [[-0.487, 1.057, -1.918], [0.255, 1.766, -1.102], [0.801, 1.111, 0.160], [0.804, 2.055, 1.265], [2.127, 0.540, -0.058], [-0.741, -0.061, -1.514], [-0.934, 1.492, -2.794], [0.473, 2.825, -1.145], [-0.200, 2.449, 1.410], [1.139, 1.554, 2.175], [1.478, 2.904, 1.086], [2.072, -0.157, -0.891], [2.880, 1.305, -0.282], [2.431, -0.017, 0.831], [-2.257, -2.904, 0.760], [-1.852, -1.650, 0.574], [-0.702, -1.227, -0.066], [0.282, -2.231, -0.288], [-1.616, -3.753, 0.591], [-3.238, -3.120, 1.146], [-2.530, -0.823, 0.742], [-0.102, -0.306, 0.294], [-0.084, -2.809, -0.975]],
  "mulliken_charge": [-0.61, -0.28, -0.03, -1.14, -1.09, 0.39, 0.33, 0.35, 0.36, 0.35, 0.34, 0.32, 0.40, 0.36, -0.82, -0.02, -0.19, -0.51, 0.24, 0.24, 0.33, 0.37, 0.30],
  "e_above_lowest_kj_mol": 507.7,
  "multiplicity": 1,
  "fmax_ev_per_a": 3.23,
  "homo_energy_ev": -7.817,
  "smiles": "C=CN(C)C.C=CNO",
  "homo_lumo_gap_ev": 8.74
}

{
  "formula": "C6H14N2O2",
  "method": "ωB97M-V/def2-TZVPD",
  "species": ["C", "N", "C", "C", "O", "H", "H", "H", "H", "H", "H", "H", "C", "N", "C", "C", "O", "H", "H", "H", "H", "H", "H", "H"],
  "positions_angstrom": [[-1.253, -1.269, -2.391], [-1.196, 0.191, -2.559], [-1.215, 0.947, -1.428], [-1.148, 2.440, -1.585], [-1.202, 0.433, -0.322], [-2.054, -1.521, -1.709], [-1.513, -1.690, -3.359], [-0.294, -1.615, -2.019], [-1.647, 0.548, -3.391], [-0.109, 2.712, -1.459], [-1.439, 2.780, -2.573], [-1.789, 2.967, -0.888], [-0.167, -1.731, 2.378], [0.603, -0.665, 1.771], [1.938, -0.616, 2.036], [2.641, 0.602, 1.520], [2.499, -1.488, 2.673], [-1.220, -1.610, 2.139], [0.173, -2.698, 2.020], [-0.110, -1.755, 3.472], [0.062, 0.172, 1.631], [3.718, 0.476, 1.420], [2.278, 0.883, 0.524], [2.444, 1.508, 2.098]],
  "mulliken_charge": [-0.77, -0.24, 0.63, -0.99, -0.61, 0.27, 0.34, 0.22, 0.27, 0.22, 0.35, 0.30, -0.94, -0.05, 0.65, -1.06, -0.63, 0.32, 0.29, 0.31, 0.26, 0.32, 0.26, 0.28],
  "e_above_lowest_kj_mol": 60.0,
  "multiplicity": 1,
  "fmax_ev_per_a": 1.40,
  "homo_energy_ev": -9.114,
  "smiles": "CNC(C)=O.CNC(C)=O",
  "homo_lumo_gap_ev": 9.75
}

{
  "formula": "C6H14N2O2",
  "method": "ωB97M-V/def2-TZVPD",
  "species": ["C", "N", "C", "C", "O", "H", "H", "H", "H", "H", "H", "H", "C", "N", "C", "C", "O", "H", "H", "H", "H", "H", "H", "H"],
  "positions_angstrom": [[1.744, -1.614, -0.180], [2.277, -0.486, 0.586], [1.695, 0.742, 0.486], [2.392, 1.862, 1.245], [0.791, 0.978, -0.298], [2.514, -1.921, -0.888], [1.450, -2.416, 0.496], [0.838, -1.335, -0.679], [2.771, -0.674, 1.442], [3.366, 1.494, 1.572], [2.501, 2.718, 0.587], [1.827, 2.132, 2.139], [-1.834, -0.590, -2.361], [-2.201, 0.157, -1.159], [-1.790, -0.383, 0.056], [-2.294, 0.381, 1.258], [-1.315, -1.498, 0.139], [-0.761, -0.583, -2.531], [-2.081, -1.630, -2.155], [-2.473, -0.246, -3.163], [-1.984, 1.148, -1.163], [-3.366, 0.470, 1.139], [-2.082, -0.125, 2.190], [-1.982, 1.420, 1.242]],
  "mulliken_charge": [-0.50, -0.20, 0.72, -1.07, -0.63, 0.29, 0.31, -0.04, 0.25, 0.33, 0.29, 0.26, -0.79, -0.27, 0.84, -1.36, -0.62, 0.21, 0.31, 0.34, 0.28, 0.41, 0.32, 0.33],
  "e_above_lowest_kj_mol": 69.2,
  "multiplicity": 1,
  "fmax_ev_per_a": 1.24,
  "homo_energy_ev": -9.337,
  "smiles": "CNC(C)=O.CNC(C)=O",
  "homo_lumo_gap_ev": 10.20
}

{
  "formula": "C6H14N2O2",
  "method": "ωB97M-V/def2-TZVPD",
  "species": ["C", "N", "C", "C", "O", "H", "H", "H", "H", "H", "H", "H", "C", "N", "C", "C", "O", "H", "H", "H", "H", "H", "H", "H"],
  "positions_angstrom": [[-2.052, 0.902, -1.376], [-0.557, 0.886, -1.394], [0.020, 2.103, -1.732], [1.534, 2.071, -1.830], [-0.612, 3.078, -2.083], [-2.301, 1.925, -1.619], [-2.284, 0.136, -2.131], [-2.596, 0.644, -0.457], [-0.099, 0.367, -0.661], [1.916, 1.051, -1.808], [1.804, 2.713, -2.667], [1.863, 2.799, -1.073], [-0.082, -0.076, 2.762], [0.084, -0.941, 1.615], [0.497, -2.224, 1.649], [0.661, -2.861, 0.301], [0.575, -2.882, 2.672], [-1.048, 0.390, 2.825], [0.062, -0.699, 3.670], [0.762, 0.580, 2.983], [-0.047, -0.488, 0.724], [1.495, -2.596, -0.340], [0.632, -3.963, 0.325], [-0.226, -2.915, -0.353]],
  "mulliken_charge": [-0.88, -0.15, 0.70, -1.03, -0.62, 0.37, 0.29, 0.28, 0.12, 0.28, 0.34, 0.28, -1.01, 0.05, 0.81, -1.18, -0.62, 0.32, 0.34, 0.33, 0.04, 0.31, 0.33, 0.30],
  "e_above_lowest_kj_mol": 184.1,
  "multiplicity": 1,
  "fmax_ev_per_a": 2.81,
  "homo_energy_ev": -10.033,
  "smiles": "CNC(C)=O.CNC(C)=O",
  "homo_lumo_gap_ev": 10.52
}

{
  "formula": "C6H14N2O2",
  "method": "ωB97M-V/def2-TZVPD",
  "species": ["C", "C", "C", "C", "C", "C", "N", "N", "O", "O", "H", "H", "H", "H", "H", "H", "H", "H", "H", "H", "H", "H", "H", "H"],
  "positions_angstrom": [[1.285, -0.108, 0.545], [1.122, 1.172, -0.277], [-2.508, 0.254, -1.105], [-0.072, 0.740, -1.127], [2.172, -1.137, -0.150], [-0.243, -0.472, 0.460], [1.783, 0.118, 1.891], [-2.965, 0.639, 0.055], [-0.532, -1.771, -0.014], [-1.002, -0.054, 1.401], [-1.183, -2.129, 0.605], [1.079, 0.614, 2.428], [1.952, -0.762, 2.367], [-2.340, 0.266, 0.873], [-3.292, 1.595, 0.128], [0.832, 1.990, 0.386], [2.012, 1.485, -0.832], [-2.150, -0.759, -1.215], [-2.707, 0.838, -1.994], [0.194, 0.076, -1.949], [-0.633, 1.589, -1.516], [2.139, -2.094, 0.373], [3.201, -0.772, -0.156], [1.854, -1.318, -1.176]],
  "mulliken_charge": [0.96, -0.88, -0.57, -0.92, -1.69, 0.61, -0.72, -0.28, -0.53, -0.86, 0.40, 0.30, 0.29, 0.37, 0.24, 0.30, 0.35, 0.36, 0.44, 0.25, 0.46, 0.36, 0.45, 0.31],
  "e_above_lowest_kj_mol": 408.6,
  "multiplicity": 1,
  "fmax_ev_per_a": 0.65,
  "homo_energy_ev": -7.770,
  "homo_lumo_gap_ev": 7.99
}

{
  "formula": "C6H14N2O2",
  "method": "ωB97M-V/def2-TZVPD",
  "species": ["N", "C", "C", "C", "C", "C", "N", "C", "O", "O", "H", "H", "H", "H", "H", "H", "H", "H", "H", "H", "H", "H", "H", "H"],
  "positions_angstrom": [[-1.487, -2.572, 2.764], [-1.925, -2.165, 1.524], [-0.768, -1.815, 0.486], [-0.881, -1.251, -0.841], [0.234, -0.330, -1.264], [0.527, 0.798, -0.168], [-0.639, 1.439, 0.432], [1.456, 1.890, -1.046], [0.975, 2.888, -1.571], [2.737, 1.667, -0.930], [-0.668, -3.290, 2.823], [-1.286, -1.932, 3.443], [-2.636, -1.451, 1.603], [-2.459, -2.998, 1.120], [-0.175, -1.051, 1.051], [-0.170, -2.656, 0.680], [-1.727, -0.528, -0.800], [-1.065, -1.959, -1.664], [0.023, 0.279, -2.145], [1.146, -0.948, -1.522], [1.218, 0.461, 0.629], [-0.372, 2.308, 0.861], [-1.394, 1.671, -0.274], [2.902, 0.823, -0.323]],
  "mulliken_charge": [-0.55, -0.88, -0.32, -0.40, -0.82, -0.37, -0.56, 0.52, -0.57, -0.49, 0.23, 0.22, 0.49, 0.33, 0.10, 0.38, 0.18, 0.41, 0.50, 0.26, 0.40, 0.29, 0.24, 0.40],
  "e_above_lowest_kj_mol": 289.8,
  "multiplicity": 1,
  "fmax_ev_per_a": 5.24,
  "homo_energy_ev": -8.919,
  "smiles": "NCCCC[C@H](N)C(=O)O",
  "homo_lumo_gap_ev": 9.29
}

{
  "formula": "C6H14N2O2",
  "method": "ωB97M-V/def2-TZVPD",
  "species": ["C", "N", "C", "C", "O", "H", "H", "H", "H", "H", "H", "H", "C", "N", "C", "C", "O", "H", "H", "H", "H", "H", "H", "H"],
  "positions_angstrom": [[0.540, -0.233, 3.241], [0.885, 0.195, 1.746], [1.680, -0.636, 0.924], [1.936, -0.276, -0.482], [2.301, -1.620, 1.432], [1.342, -0.606, 3.623], [0.047, 0.677, 3.640], [-0.228, -1.055, 3.242], [0.751, 1.156, 1.593], [1.716, -1.260, -1.180], [1.599, 0.541, -1.061], [3.027, -0.169, -0.498], [-2.144, 0.841, 0.375], [-1.469, -0.077, -0.563], [-1.364, 0.419, -1.847], [-0.539, -0.240, -2.895], [-1.860, 1.463, -2.151], [-3.174, 1.061, 0.269], [-1.865, 0.469, 1.456], [-1.627, 1.852, 0.358], [-0.766, -0.585, -0.247], [-0.019, -1.123, -2.864], [-1.294, -0.215, -3.735], [0.395, 0.444, -3.020]],
  "mulliken_charge": [-0.98, -0.21, 0.60, -0.98, -0.63, 0.46, 0.32, 0.26, 0.29, 0.15, 0.34, 0.36, -0.73, -0.29, 0.62, -1.05, -0.58, 0.31, 0.19, 0.23, 0.36, 0.43, 0.27, 0.25],
  "e_above_lowest_kj_mol": 306.2,
  "multiplicity": 1,
  "fmax_ev_per_a": 8.02,
  "homo_energy_ev": -9.854,
  "smiles": "CNC(C)=O.CNC(C)=O",
  "homo_lumo_gap_ev": 10.49
}

{
  "formula": "C6H14N2O2",
  "method": "ωB97M-V/def2-TZVPD",
  "species": ["C", "N", "C", "C", "O", "H", "H", "H", "H", "H", "H", "H", "C", "N", "C", "C", "O", "H", "H", "H", "H", "H", "H", "H"],
  "positions_angstrom": [[-0.440, -0.847, 2.170], [-0.926, -1.972, 1.376], [-0.873, -1.861, 0.035], [-1.151, -3.017, -0.930], [-0.609, -0.798, -0.520], [0.567, -0.507, 1.925], [-1.083, 0.046, 2.032], [-0.555, -1.046, 3.251], [-1.083, -2.894, 1.745], [-1.589, -3.918, -0.495], [-1.806, -2.581, -1.696], [-0.145, -3.414, -1.123], [2.320, 0.909, -1.245], [0.878, 1.372, -1.151], [0.753, 2.560, -0.503], [-0.689, 2.842, -0.084], [1.636, 3.348, -0.236], [2.741, 0.626, -0.277], [2.298, 0.042, -1.910], [2.907, 1.707, -1.719], [0.249, 0.618, -0.844], [-1.435, 2.129, -0.450], [-0.855, 2.856, 1.011], [-1.111, 3.799, -0.362]],
  "mulliken_charge": [-0.67, -0.19, 0.58, -1.09, -0.70, 0.22, 0.21, 0.33, 0.23, 0.38, 0.28, 0.29, -0.92, -0.27, 0.64, -0.98, -0.62, 0.28, 0.35, 0.32, 0.50, 0.27, 0.23, 0.34],
  "e_above_lowest_kj_mol": 99.4,
  "multiplicity": 1,
  "fmax_ev_per_a": 2.60,
  "homo_energy_ev": -8.986,
  "smiles": "CNC(C)=O.CNC(C)=O",
  "homo_lumo_gap_ev": 9.47
}

{
  "formula": "C6H14N2O2",
  "method": "ωB97M-V/def2-TZVPD",
  "species": ["C", "N", "C", "C", "O", "H", "H", "H", "H", "H", "H", "H", "C", "N", "C", "C", "O", "H", "H", "H", "H", "H", "H", "H"],
  "positions_angstrom": [[0.723, 1.353, -2.394], [1.328, 1.067, -0.986], [1.939, -0.138, -0.856], [2.646, -0.328, 0.438], [1.872, -1.140, -1.526], [-0.298, 1.571, -2.493], [1.314, 2.184, -2.876], [0.841, 0.340, -2.987], [1.476, 1.831, -0.435], [2.817, 0.571, 0.922], [1.889, -0.817, 1.214], [3.510, -0.936, 0.335], [-0.782, -1.538, 2.150], [-1.896, -0.964, 1.324], [-1.503, 0.103, 0.586], [-2.706, 0.454, -0.277], [-0.500, 0.758, 0.888], [-0.081, -1.941, 1.563], [-0.137, -0.603, 2.577], [-1.190, -2.068, 3.023], [-2.416, -1.827, 1.061], [-2.404, 0.580, -1.285], [-3.624, -0.048, 0.153], [-2.818, 1.535, -0.119]],
  "mulliken_charge": [-0.85, -0.14, 0.86, -1.03, -0.63, 0.29, 0.30, 0.28, 0.17, 0.36, 0.01, 0.36, -0.97, -0.29, 0.82, -1.10, -0.60, 0.41, 0.24, 0.35, 0.27, 0.25, 0.34, 0.30],
  "e_above_lowest_kj_mol": 305.9,
  "multiplicity": 1,
  "fmax_ev_per_a": 6.68,
  "homo_energy_ev": -9.293,
  "smiles": "CNC(C)=O.CNC(C)=O",
  "homo_lumo_gap_ev": 10.06
}

{
  "formula": "C6H14N2O2",
  "method": "ωB97M-V/def2-TZVPD",
  "species": ["C", "N", "C", "C", "O", "H", "H", "H", "H", "H", "H", "H", "C", "N", "C", "C", "O", "H", "H", "H", "H", "H", "H", "H"],
  "positions_angstrom": [[2.984, 0.700, -0.581], [2.067, 0.295, 0.459], [2.344, -0.772, 1.253], [1.197, -1.330, 2.056], [3.460, -1.249, 1.378], [2.856, 0.130, -1.495], [2.915, 1.775, -0.725], [4.002, 0.494, -0.258], [1.088, 0.435, 0.241], [1.456, -1.270, 3.099], [0.216, -0.896, 1.851], [1.066, -2.396, 1.847], [-1.753, -1.496, -0.675], [-2.413, -0.221, -0.572], [-1.747, 0.952, -0.762], [-2.641, 2.160, -0.873], [-0.528, 0.994, -0.781], [-0.711, -1.375, -0.417], [-2.248, -2.222, -0.067], [-1.780, -1.929, -1.680], [-3.415, -0.232, -0.651], [-3.608, 1.868, -1.261], [-2.686, 2.672, 0.082], [-2.120, 2.911, -1.467]],
  "mulliken_charge": [-1.03, -0.15, 0.72, -0.96, -0.65, 0.30, 0.32, 0.40, 0.33, 0.31, 0.25, 0.26, -0.80, -0.19, 0.70, -1.10, -0.71, 0.22, 0.31, 0.31, 0.22, 0.37, 0.26, 0.31],
  "e_above_lowest_kj_mol": 46.3,
  "multiplicity": 1,
  "fmax_ev_per_a": 1.04,
  "homo_energy_ev": -9.057,
  "smiles": "CNC(C)=O.CNC(C)=O",
  "homo_lumo_gap_ev": 9.61
}

Q: What is the formula in the eleventh record?
A: C6H14N2O2